(1)
Entry from the Open Molecules 2025 dataset: a cluster of 2 separate species, C9H11O2 in total (ωB97M-V/def2-TZVPD).

The geometry in XYZ format:
```
22
C9H11O2 ωB97M-V/def2-TZVPD
O 0.3709 0.7752 2.3941
O -1.6112 1.7067 2.9808
C -0.9791 -0.9104 -2.9466
C -0.4593 1.6811 2.5759
C 0.7635 -1.3075 -0.9722
C 0.6996 -2.3104 -1.9710
C -0.9161 0.0410 -1.9411
C -0.2767 -2.1081 -2.9865
C 0.0016 -0.0973 -0.9533
C 1.8149 -1.5121 0.1488
C 0.2042 3.1587 2.3951
H -0.0747 3.3665 1.4181
H 2.3485 -2.4524 0.2494
H 0.0741 0.5071 0.0889
H -0.1650 3.8458 3.1293
H 2.5848 -0.8712 -0.3638
H -0.4340 -3.0040 -3.6386
H -1.8372 -0.7577 -3.7047
H 1.2373 -1.1495 1.1345
H 1.3111 -3.2137 -1.9842
H -1.5233 0.9331 -1.9682
H 1.2859 3.1317 2.5453
```

Values from the calculation:
LUMO (eV): 3.35
Highest occupied orbital energy (eV): -3.9
Electronic energy (eV): -13606.48980
Max |F| (eV/A): 3.918
Gap between HOMO and LUMO (eV): 7.2907
Net charge: -1

=====

(2)
Entry from the Open Molecules 2025 dataset: a cluster of 2 separate species, C9H11O2 in total (ωB97M-V/def2-TZVPD).

The geometry in XYZ format:
```
22
C9H11O2 ωB97M-V/def2-TZVPD
O -1.8146 0.7908 -1.4677
O -4.0718 0.5523 -1.2856
C 0.6930 -0.0190 0.5426
C 0.9585 -0.8525 -1.8099
C -2.9594 0.7663 -0.8990
C 1.2037 0.2136 1.8011
C 1.5024 -0.6406 -0.4117
C 2.4670 -0.2778 2.1561
C 3.2621 -0.9094 1.2187
C 2.7529 -1.1113 -0.0597
C -2.7624 1.2907 0.5844
H 4.3099 -1.0633 1.4387
H 0.5546 0.3550 2.6619
H 0.0572 -0.2915 -2.0007
H -0.3067 0.1421 0.1726
H 3.3465 -1.6148 -0.8131
H -3.5210 0.8246 1.2006
H 2.9309 0.0576 3.0813
H 1.7762 -0.8483 -2.5257
H -2.8606 2.3561 0.3985
H -1.7705 1.1921 1.0216
H 0.6174 -1.9012 -1.8031
```

Values from the calculation:
LUMO (spin up / spin down) (eV): 0.75 / -3.43
Multiplicity: 2
Highest occupied orbital energy (spin up / spin down) (eV): -9.0 / -9.0
Electronic energy (eV): -13603.72472
Max |F| (eV/A): 2.224
Gap between HOMO and LUMO (spin up / spin down) (eV): 9.7405 / 5.5611
Net charge: 0

=====

(3)
Entry from the Open Molecules 2025 dataset: a cluster of 2 separate species, C9H11O3 in total (ωB97M-V/def2-TZVPD).

The geometry in XYZ format:
```
23
C9H11O3 ωB97M-V/def2-TZVPD
O -1.5702 -0.8151 0.1705
O -3.1567 0.5860 -1.0411
O -3.6890 0.9405 -3.0885
C -2.9581 0.3540 -2.2848
C 0.8535 1.0073 2.0469
C 1.8521 -0.7675 0.6284
C -2.0222 -0.7039 -2.7606
C 3.3653 0.6891 1.7039
C -0.4925 0.7111 1.5638
C 1.9645 0.4520 1.3828
C -0.5650 -0.2650 0.6151
C 0.5777 -1.1868 0.2762
H 3.9713 0.6796 0.8075
H -2.4374 -0.1478 -0.5958
H 0.9384 1.7840 2.7875
H -1.2087 -0.9662 -2.0275
H 3.5012 1.7938 1.9198
H -1.3721 1.0891 1.9550
H 3.9190 0.0443 2.4283
H 2.5596 -1.2736 0.0801
H 0.1954 -2.0437 -0.0253
H -2.6072 -1.6438 -2.9109
H -1.6189 -0.3174 -3.6313
```

Values from the calculation:
LUMO (eV): 3.54
Highest occupied orbital energy (eV): -3.6
Electronic energy (eV): -15653.57266
Max |F| (eV/A): 7.963
Gap between HOMO and LUMO (eV): 7.1454
Net charge: -1

=====

(4)
Entry from the Open Molecules 2025 dataset: the molecule C9H11OP (ωB97M-V/def2-TZVPD).

The geometry in XYZ format:
```
22
C9H11OP ωB97M-V/def2-TZVPD
P -4.0022 -0.7613 -0.0176
O -1.2800 1.9106 0.7390
C 2.6806 1.1140 0.5005
C 0.7298 0.2148 -0.4660
C -2.4124 -0.2187 0.9460
C 1.3553 1.3040 -0.0254
C -1.4987 0.8087 0.2408
C 1.2483 -1.0749 -0.4971
C 2.5152 -1.2458 -0.0424
C -0.7739 0.2966 -0.9713
C 3.2034 -0.1633 0.5669
H -3.2541 -1.7116 -0.5850
H 4.2399 -0.4440 0.9016
H -3.9521 0.2428 -1.0562
H -0.8990 0.9792 -1.7722
H -0.9638 -0.6461 -1.4101
H 3.2430 1.8875 0.8611
H 0.6152 -1.7775 -1.1258
H -1.9366 -1.2014 1.2237
H -2.6730 0.4230 1.7820
H 0.8992 2.2763 -0.0345
H 2.9160 -2.2129 0.2419
```

Values from the calculation:
SMILES: O=C(CP)Cc1ccccc1
LUMO (eV): 0.78
Highest occupied orbital energy (eV): -9.2
Electronic energy (eV): -20845.71009
Max |F| (eV/A): 4.143
Gap between HOMO and LUMO (eV): 10.0211
Net charge: 0

=====

(5)
Entry from the Open Molecules 2025 dataset: the molecule C9H11P (ωB97M-V/def2-TZVPD).

The geometry in XYZ format:
```
21
C9H11P ωB97M-V/def2-TZVPD
P 0.3621 -0.0712 3.1508
C -0.1575 0.6025 -0.6693
C -0.8648 0.5237 -1.9236
C -0.7407 -1.7559 -0.2972
C -0.2254 -0.5705 0.0507
C -1.4446 -0.6656 -2.3375
C 1.2704 -0.0427 1.5726
C 0.5290 1.7792 -0.0752
C 1.7240 1.2221 0.7823
C -1.3727 -1.8061 -1.5772
H 0.8538 2.6451 -0.8084
H -0.9129 1.3426 -2.6378
H -0.8547 0.2382 2.7082
H -2.0529 -0.5898 -3.2646
H 1.9454 -0.9734 1.7548
H -0.1256 2.1339 0.7257
H 0.0539 -1.4849 2.9559
H 2.4483 0.9341 -0.0621
H 2.0792 1.9668 1.4387
H -0.7131 -2.6246 0.2825
H -1.8010 -2.8037 -1.7692
```

Values from the calculation:
LUMO (eV): 0.86
Highest occupied orbital energy (eV): -8.2
Electronic energy (eV): -18796.37076
Max |F| (eV/A): 5.894
Gap between HOMO and LUMO (eV): 9.0243
Net charge: 0

=====

(6)
Entry from the Open Molecules 2025 dataset: the molecule C9H11PS (ωB97M-V/def2-TZVPD).

The geometry in XYZ format:
```
22
C9H11PS ωB97M-V/def2-TZVPD
S 1.9232 -0.1654 -2.5220
P 1.0720 0.0761 -0.7519
C -1.7709 0.6445 -0.8024
C -1.1151 -1.5482 0.1407
C 1.8909 -0.9115 0.5606
C 1.0526 1.7012 -0.0527
C -0.8185 -0.4253 -0.5049
C -0.0490 2.3961 0.1983
C 1.2192 -2.2655 0.7145
C -1.4515 1.7596 0.1984
C -0.0650 -2.5834 0.4882
H -0.0739 3.4800 0.3878
H -1.6825 1.1391 -1.8007
H -2.7544 0.0899 -0.6689
H 1.9970 -0.1838 1.3055
H 3.0066 -1.2394 0.2659
H 1.9590 2.3462 -0.1594
H -2.0650 2.6677 0.0154
H -2.1834 -1.7034 0.3499
H 1.8429 -3.1590 0.8070
H -0.2735 -3.5701 0.6201
H -1.6607 1.4548 1.2104
```

Values from the calculation:
SMILES: S=[P@@]12C=CCCC1=CC=CC2
LUMO (eV): 0.57
Highest occupied orbital energy (eV): -8.3
Electronic energy (eV): -29633.57320
Max |F| (eV/A): 4.143
Gap between HOMO and LUMO (eV): 8.8816
Net charge: 0

=====

Molecular weight / g/mol: 151.19, 151.19, 167.18, 166.16, 150.16, 182.23